[1]
C4H3EuO5 | ωB97M-V/def2-TZVPD

```
13
Properties=species:S:1:pos:R:3:mulliken_charge:R:1
O -3.200 -1.193 2.156 -0.069
C -2.679 -0.858 1.202 0.107
C 0.067 0.823 0.765 0.217
C 1.494 0.627 0.299 -0.486
O 1.524 0.563 -1.122 -0.361
C 0.914 -0.489 -1.701 0.664
O -0.270 -0.666 -1.181 -0.698
O 1.550 -1.254 -2.386 -0.518
O -0.393 0.246 1.767 -0.565
H -0.434 1.738 0.387 0.402
H 1.889 -0.299 0.735 0.333
H 2.080 1.512 0.578 0.306
Eu -2.543 -0.749 -1.499 1.669
```

2S+1 = 8
Charge = +1
Frontier orbital gap (alpha / beta) = 7.175 / 7.331 eV

=====

[2]
C4H3F2O2 | ωB97M-V/def2-TZVPD

```
11
Properties=species:S:1:pos:R:3:nbo_charge:R:1
C 2.866 0.456 0.318 1.047
C -1.907 -0.222 0.297 -0.588
C -0.817 0.210 -0.725 0.091
C -0.843 -1.249 -0.399 -0.113
O 2.741 0.906 1.344 -0.517
O 3.143 0.049 -0.718 -0.534
F 0.102 1.229 -0.202 -0.437
F 0.153 -1.555 0.579 -0.458
H -1.586 0.064 1.243 0.190
H -2.918 -0.346 0.144 0.179
H -0.934 0.457 -1.880 0.140
```

Charge = -1
Frontier orbital gap = 5.668 eV

=====

[3]
C4H3F3 | ωB97M-V/def2-TZVPD

```
10
Properties=species:S:1:pos:R:3:nbo_charge:R:1
C -0.763 -0.575 -1.241 0.522
C -2.966 0.421 -0.711 0.310
C -2.149 -0.534 -1.367 0.068
C 0.052 -0.322 -0.043 -0.713
F -2.537 0.772 0.503 -0.333
F -0.015 -1.061 -2.301 -0.310
F -2.647 -1.072 -2.492 -0.299
H 1.073 -0.130 -0.196 0.245
H 0.067 -1.065 0.727 0.256
H -0.408 0.514 0.353 0.254
```

Frontier orbital gap = 8.338 eV

=====

[4]
C4H3F3 | ωB97M-V/def2-TZVPD

```
10
Properties=species:S:1:pos:R:3:nbo_charge:R:1
F -2.681 1.894 -0.001 -0.297
C -1.756 0.937 0.004 0.297
C -0.429 0.974 -0.003 -0.237
C -0.143 -0.502 0.007 -0.436
C -1.987 -0.548 0.004 0.672
F -2.550 -1.122 1.074 -0.319
F -2.516 -1.109 -1.092 -0.321
H 0.252 1.802 -0.013 0.221
H 0.252 -0.936 -0.901 0.210
H 0.269 -0.921 0.914 0.211
```

Frontier orbital gap = 11.350 eV

=====

Energy relative to the best compared isomer or geometry (same formula, charge and spin)
In order: 0.0, 38.1, 65.7, 15.6
Unit: kcal per mole
E_tot
In order: -33755.0350, -13724.5642, -12344.7586, -12346.9292
Unit: eV